Here is a molecular structure, C7H12INO3PS in a non-equilibrium geometry from OMol25. Energies are from the ωB97M-V functional and the def2-TZVPD basis.

Structure (XYZ):
```
26
Properties=species:S:1:pos:R:3:forces:R:3
O 4.398 0.973 1.252 0.3 0.1 0.3
C 3.578 0.646 0.444 -0.1 -0.1 0.3
O 3.789 -0.433 -0.322 0.4 0.0 -0.5
C 2.300 1.414 0.232 -0.4 -0.2 -0.7
C 1.072 0.622 -0.260 0.0 0.1 0.3
C -0.223 0.954 0.525 0.4 -0.6 -0.8
C -0.993 -0.322 0.930 -0.1 0.7 0.6
C -1.667 -0.629 -0.390 -0.7 -0.5 -0.5
P -2.808 -2.040 -0.465 -0.3 -0.5 1.2
S -3.448 -2.768 1.225 -0.1 0.2 -0.1
C -2.258 0.733 -0.637 0.0 0.2 -0.1
O -3.381 1.032 -0.946 0.2 0.0 -0.4
N -1.227 1.659 -0.320 0.1 0.0 0.3
H 3.187 -0.437 -1.074 -0.3 -0.3 0.2
H 2.556 2.155 -0.527 0.0 0.4 0.2
H 2.063 1.913 1.163 0.2 0.2 0.1
H 1.258 -0.449 -0.168 0.0 -0.1 0.1
H 0.875 0.822 -1.313 0.2 0.0 -0.2
H 0.037 1.589 1.365 -0.2 0.0 0.3
H -0.441 -1.202 1.392 -0.7 1.7 -0.5
H -1.802 0.081 1.547 0.0 -0.5 0.6
H -0.948 -0.806 -1.195 0.3 -0.1 0.1
H -3.855 -1.627 -1.295 0.1 0.1 -0.3
H -2.118 -2.984 -1.231 0.1 0.1 -0.3
H -0.819 2.028 -1.169 -0.2 0.5 0.0
I 0.872 -2.926 1.239 0.9 -1.2 -0.2
```
Forces are in eV/Å.

Calculated values
* total charge: -1
* HOMO: -4.085 eV
* E_tot: -43313.6772 eV

natural (NBO) atomic charge list, values in e, 2 entries:
1 O -0.583
2 C 0.798



Here is a single C7H12N2 molecule in a non-equilibrium geometry from OMol25. Energies are from the ωB97M-V functional and the def2-TZVPD basis.

Structure (XYZ):
```
21
Properties=species:S:1:pos:R:3:forces:R:3
C 2.388 -0.063 -0.049 -1.6 -1.3 1.7
C 1.528 1.211 0.290 -0.3 -0.1 -0.1
C 0.129 0.915 -0.295 0.5 0.1 1.6
C -1.248 1.287 0.245 0.6 1.2 0.8
N -2.196 0.294 -0.216 -2.0 2.0 -1.2
C -1.444 -0.852 -0.346 1.0 -5.0 -1.9
C -0.731 -1.328 0.930 -0.5 2.1 -0.7
C 0.015 -0.555 -0.219 1.3 -1.4 1.5
N 1.329 -1.066 -0.515 0.8 -1.1 -1.1
H 3.118 0.029 -0.870 -0.1 0.2 0.7
H 2.816 -0.432 0.979 -0.1 0.6 -2.1
H 1.995 2.166 0.076 0.0 0.0 -1.0
H 1.418 1.329 1.336 -0.1 -0.5 1.5
H 0.191 1.208 -1.302 -0.2 0.1 -1.8
H -1.544 2.190 -0.180 -0.6 1.9 -0.3
H -1.258 1.393 1.335 0.0 -0.1 -0.1
H -2.712 0.625 -1.101 1.4 -1.0 1.8
H -1.816 -1.598 -1.079 0.1 0.4 0.7
H -0.393 -2.357 1.071 -0.3 0.4 -0.2
H -1.053 -0.754 1.785 0.0 -0.4 0.5
H 1.491 -2.080 -0.268 -0.2 2.0 -0.2
```
Forces are in eV/Å.

Calculated values
* HOMO: -7.579 eV
* E_tot: -10430.8879 eV

natural (NBO) atomic charge list, values in e, 2 entries:
1 C -0.209
2 C -0.410



Here is a single C7H12N2O molecule in a non-equilibrium geometry from OMol25. Energies are from the ωB97M-V functional and the def2-TZVPD basis.

Structure (XYZ):
```
22
Properties=species:S:1:pos:R:3:forces:R:3
C -2.174 -0.051 -0.305 -1.4 0.9 -0.7
C 2.122 1.029 1.133 0.1 0.0 0.0
C 1.954 1.170 -0.341 0.2 0.0 -0.1
C 0.764 0.804 0.521 -0.2 0.4 -0.1
C 0.150 -0.532 0.415 -0.9 0.4 0.1
C -2.692 -0.588 -1.624 0.0 0.3 0.2
C 0.956 -1.761 0.678 -0.1 0.0 0.1
N -1.079 -0.695 0.113 0.5 -0.4 0.9
N -3.000 1.540 1.336 1.3 0.1 1.2
O -2.993 0.823 0.178 0.2 -1.1 -1.1
H 2.673 0.177 1.503 0.0 -0.1 0.0
H 2.254 1.922 1.725 -0.1 0.0 0.0
H 1.965 2.158 -0.778 -0.1 0.0 0.0
H 2.368 0.406 -0.983 0.0 -0.1 0.0
H 0.029 1.590 0.667 0.0 0.0 0.0
H -3.745 -0.343 -1.734 0.0 0.0 0.0
H -2.554 -1.665 -1.660 0.0 0.0 0.0
H -2.141 -0.143 -2.454 0.0 0.0 -0.1
H 1.303 -1.771 1.709 0.1 0.0 0.1
H 1.823 -1.788 0.022 0.2 0.0 0.0
H 0.341 -2.639 0.501 0.0 0.0 0.0
H -3.925 1.978 1.327 0.1 -0.3 -0.5
```
Forces are in eV/Å.

Calculated values
* HOMO (spin up / spin down): -6.793 / -6.799 eV
* E_tot: -12476.0484 eV

natural (NBO) atomic charge list, values in e, 2 entries:
1 C 0.554
2 C -0.399



Here is a single C7H12N2O2 molecule in a non-equilibrium geometry from OMol25. Energies are from the ωB97M-V functional and the def2-TZVPD basis.

Structure (XYZ):
```
23
Properties=species:S:1:pos:R:3:forces:R:3
C -1.603 0.058 0.149 -2.1 1.1 1.7
C -0.754 1.177 -0.099 0.9 -0.6 -2.0
C 1.096 -0.488 -0.329 -1.7 1.8 2.3
C -3.066 0.387 0.126 -0.4 -1.9 -3.5
C 0.754 -1.233 -1.586 1.6 -2.3 0.9
C 2.062 -1.171 0.655 -2.4 0.8 0.6
C 1.428 1.911 0.548 0.1 0.6 -1.8
N 0.641 0.807 -0.073 1.5 -0.8 0.1
N -1.079 -0.954 0.766 2.9 -0.9 -0.6
O -1.596 -2.017 1.079 -0.8 -0.3 0.1
O -1.046 2.304 -0.432 -0.6 0.1 0.4
H -3.478 1.028 0.848 0.1 1.7 0.7
H -3.769 -0.469 0.230 1.0 -0.1 -0.3
H -3.111 0.720 -0.984 -1.0 0.2 1.9
H -0.155 -1.794 -1.613 -1.0 -0.1 0.6
H 1.500 -2.096 -1.598 -0.6 1.2 -0.4
H 0.768 -0.731 -2.523 0.4 1.0 -0.5
H 3.002 -1.438 0.296 1.6 -0.4 -1.1
H 1.521 -2.119 0.900 0.4 0.6 0.0
H 2.214 -0.578 1.576 -0.3 -0.3 -0.5
H 1.792 1.687 1.527 1.2 -0.7 0.3
H 2.153 2.286 -0.281 -0.9 -0.5 2.1
H 0.726 2.723 0.820 0.3 -0.4 -0.9
```
Forces are in eV/Å.

Calculated values
* HOMO (spin up / spin down): -7.568 / -7.573 eV
* E_tot: -14524.0238 eV

natural (NBO) atomic charge list, values in e, 2 entries:
1 C -0.076
2 C 0.633



Here is a single C7H12N2O2 molecule in a non-equilibrium geometry from OMol25. Energies are from the ωB97M-V functional and the def2-TZVPD basis.

Structure (XYZ):
```
23
Properties=species:S:1:pos:R:3:forces:R:3
C -0.587 -2.953 0.237 0.1 -0.3 -1.6
C -0.790 -1.530 -0.293 -1.7 -0.5 1.9
C -0.111 -0.369 0.425 1.0 0.9 -1.2
C 1.364 -0.783 0.668 -0.3 0.1 1.5
C -0.140 1.010 -0.335 -0.3 -0.1 -0.8
C -0.071 2.227 0.236 -1.5 -1.2 -1.8
N -0.198 2.342 1.598 0.3 1.9 0.0
O -0.188 3.279 -0.770 0.5 0.4 2.7
N -0.292 2.653 -2.029 -0.9 -0.5 1.3
C -0.086 1.315 -1.778 1.4 -1.0 1.4
O 0.371 0.577 -2.595 0.0 -1.7 -2.4
H 0.410 -3.286 0.062 0.9 -0.3 -0.2
H -0.685 -2.924 1.263 -0.4 -0.2 2.5
H -1.242 -3.786 -0.157 0.3 1.4 0.1
H -1.844 -1.367 -0.159 -0.8 0.3 -0.4
H -0.583 -1.500 -1.285 0.7 0.2 -3.1
H -0.743 -0.180 1.290 0.5 -0.1 0.7
H 1.390 -1.544 1.522 0.2 0.5 -1.6
H 1.969 0.045 1.055 -0.1 0.1 -0.2
H 1.788 -1.074 -0.316 -0.1 -0.3 0.9
H 0.108 1.530 2.139 -0.1 0.7 -0.5
H -0.073 3.253 2.023 0.1 -0.4 0.0
H 0.233 3.063 -2.802 0.2 0.2 0.9
```
Forces are in eV/Å.

Calculated values
* HOMO: -8.446 eV
* E_tot: -14526.0915 eV

natural (NBO) atomic charge list, values in e, 2 entries:
1 C -0.600
2 C -0.393



Here is 2 unconnected molecules or ions with the total composition C7H12N2O2S2 in a non-equilibrium geometry from OMol25. Energies are from the ωB97M-V functional and the def2-TZVPD basis.

Structure (XYZ):
```
25
Properties=species:S:1:pos:R:3:forces:R:3
C -0.819 -0.198 -1.266 -2.3 -3.3 1.8
C 0.271 0.292 -1.814 2.4 0.5 0.8
C -5.302 1.134 -0.541 -0.8 2.7 3.7
C -2.046 -0.616 1.063 2.9 3.6 -3.0
C 2.418 0.982 0.731 -0.6 -0.1 -0.3
C -2.659 -1.477 1.763 -2.0 -2.3 2.6
C 2.093 -0.260 -0.172 2.7 -1.5 2.5
N -0.877 -1.027 -0.110 -0.5 -1.1 1.2
N 1.550 0.130 -1.400 1.3 0.6 -2.0
O -5.041 0.391 -1.326 1.3 -3.8 -4.4
O -5.551 1.857 0.318 -0.5 1.0 0.8
S -1.953 1.133 1.074 -0.1 0.4 0.2
S -0.883 -2.667 -0.358 1.3 0.6 -1.6
H -1.791 -0.186 -1.718 -0.3 0.0 -1.0
H 0.102 0.896 -2.616 0.1 1.8 -2.2
H 3.242 1.620 0.318 -0.7 -0.7 0.1
H 1.521 1.598 0.792 0.0 0.2 0.2
H 2.705 0.679 1.735 0.0 -0.1 0.0
H -3.306 -1.066 2.567 0.2 -0.9 -0.3
H -2.541 -2.585 1.597 -0.3 1.5 0.7
H 1.539 -1.134 0.267 0.1 1.5 0.0
H 3.161 -0.715 -0.236 -1.7 0.4 -0.9
H 2.226 0.706 -1.903 -0.6 -0.3 -0.1
H -0.994 1.346 0.033 -1.1 -0.9 1.0
H -2.201 -2.918 -0.236 -0.8 0.1 0.1
```
Forces are in eV/Å.

Calculated values
* ⟨S²⟩: 2.014
* spin multiplicity: 3
* HOMO (spin up / spin down): -3.232 / -7.928 eV
* E_tot: -36191.0115 eV

natural (NBO) atomic charge list, values in e, 2 entries:
1 C -0.126
2 C -0.065



Please write out number 2 again, unchanged.
Here is a single C7H12N2 molecule in a non-equilibrium geometry from OMol25. Energies are from the ωB97M-V functional and the def2-TZVPD basis.

Structure (XYZ):
```
21
Properties=species:S:1:pos:R:3:forces:R:3
C 2.388 -0.063 -0.049 -1.6 -1.3 1.7
C 1.528 1.211 0.290 -0.3 -0.1 -0.1
C 0.129 0.915 -0.295 0.5 0.1 1.6
C -1.248 1.287 0.245 0.6 1.2 0.8
N -2.196 0.294 -0.216 -2.0 2.0 -1.2
C -1.444 -0.852 -0.346 1.0 -5.0 -1.9
C -0.731 -1.328 0.930 -0.5 2.1 -0.7
C 0.015 -0.555 -0.219 1.3 -1.4 1.5
N 1.329 -1.066 -0.515 0.8 -1.1 -1.1
H 3.118 0.029 -0.870 -0.1 0.2 0.7
H 2.816 -0.432 0.979 -0.1 0.6 -2.1
H 1.995 2.166 0.076 0.0 0.0 -1.0
H 1.418 1.329 1.336 -0.1 -0.5 1.5
H 0.191 1.208 -1.302 -0.2 0.1 -1.8
H -1.544 2.190 -0.180 -0.6 1.9 -0.3
H -1.258 1.393 1.335 0.0 -0.1 -0.1
H -2.712 0.625 -1.101 1.4 -1.0 1.8
H -1.816 -1.598 -1.079 0.1 0.4 0.7
H -0.393 -2.357 1.071 -0.3 0.4 -0.2
H -1.053 -0.754 1.785 0.0 -0.4 0.5
H 1.491 -2.080 -0.268 -0.2 2.0 -0.2
```
Forces are in eV/Å.

Calculated values
* HOMO: -7.579 eV
* E_tot: -10430.8879 eV

natural (NBO) atomic charge list, values in e, 2 entries:
1 C -0.209
2 C -0.410